Arrangement A

# C3H6S2

C3H6S2 in the gas phase (ωB97M-V/def2-TZVPD, the OMol25 dataset).

## Properties
Frontier orbital gap ... 9.6 eV
SMILES ... C[C@@]1(S)CS1
Highest occupied orbital energy ... -8.83 eV

```
! RIJCOSX wB97M-V def2-TZVPD def2/J DEFGRID3
* xyz 0 1
C 0.771 -0.105 -1.441
C -0.109 0.639 -0.470
C -1.332 -0.030 0.194
S -0.315 1.046 -2.187
S 0.618 1.934 0.537
H 1.825 0.004 -1.450
H 0.508 -1.194 -1.592
H -2.254 0.462 -0.094
H -1.370 0.065 1.269
H -1.476 -1.108 0.025
H -0.199 2.897 0.037
*
```

Here are the natural (NBO) charges for atoms 1 to 6, given in e:
1. C -0.51
2. C -0.30
3. C -0.63
4. S 0.18
5. S 0.01
6. H 0.23

Arrangement B

# C3H6S2

C3H6S2 in the gas phase (ωB97M-V/def2-TZVPD, the OMol25 dataset).

## Properties
Frontier orbital gap (alpha / beta) ... 7.8 / 7.3 eV
Highest occupied orbital energy (alpha / beta) ... -8.30 / -8.07 eV

```
! RIJCOSX wB97M-V def2-TZVPD def2/J DEFGRID3
* xyz 0 1
C -1.070 1.163 0.565
C -0.367 0.424 -0.398
C 0.335 -1.219 0.085
S 3.034 -0.610 -0.625
S 1.831 -1.153 1.002
H -0.446 1.661 1.228
H -2.057 1.078 0.754
H -0.893 -0.135 -1.203
H 0.524 0.989 -0.612
H -0.434 -1.744 0.656
H 2.876 0.835 -0.764
*
```

Here are the natural (NBO) charges for atoms 1 to 6, given in e:
1. C -0.27
2. C -0.49
3. C -0.36
4. S -0.17
5. S 0.18
6. H 0.17

The relative energies come out as arrangement A 0.000; arrangement B 3.929, with values in eV.

Arrangement A

# C5H7NO3

C5H7NO3 in the gas phase (ωB97M-V/def2-TZVPD, the OMol25 dataset).

## Properties
Frontier orbital gap ... 9.0 eV
Highest occupied orbital energy ... -8.78 eV

```
! RIJCOSX wB97M-V def2-TZVPD def2/J DEFGRID3
* xyz 0 1
C -0.004 -0.494 -0.050
C -1.262 -1.316 -0.025
C 0.883 -0.652 1.164
N 0.834 1.893 -0.741
C 0.092 0.398 -1.468
C 0.141 1.903 0.301
O 0.819 -0.702 -1.277
O -0.678 0.705 -2.340
O -0.415 2.203 1.276
H 1.024 2.768 -1.230
H 1.802 -0.072 1.082
H -1.031 -2.384 0.043
H -1.873 -1.148 -0.913
H -1.856 -1.037 0.848
H 1.170 -1.705 1.259
H 0.354 -0.359 2.072
*
```

Here are the natural (NBO) charges for atoms 1 to 6, given in e:
1. C 0.05
2. C -0.65
3. C -0.65
4. N -0.75
5. C 0.83
6. C 0.95

Arrangement B

# C5H7NO3

A molecular structure, C5H7NO3 (ωB97M-V/def2-TZVPD, the OMol25 dataset).

## Properties
Frontier orbital gap ... 9.9 eV
Highest occupied orbital energy ... -10.19 eV

```
! RIJCOSX wB97M-V def2-TZVPD def2/J DEFGRID3
* xyz 0 1
C 0.424 -0.584 1.012
C 0.667 0.676 0.280
C -0.307 0.808 -0.723
C -0.763 -1.631 -0.882
C -0.976 -1.069 0.400
H 1.965 -2.092 1.839
H 0.338 -0.258 2.161
H 1.663 0.694 -0.240
H 0.720 2.614 0.090
H -1.377 -2.557 -1.309
H 0.359 -2.137 -1.265
H -1.875 -1.490 0.860
N -1.495 -0.233 -0.851
O 1.516 -1.661 0.661
O 0.441 1.923 1.092
O -0.157 1.946 -1.340
*
```

Here are the natural (NBO) charges for atoms 1 to 6, given in e:
1. C 0.07
2. C -0.13
3. C 0.70
4. C -0.29
5. C -0.16
6. H 0.48

The relative energies come out as arrangement A 0.000; arrangement B 4.978, with values in eV.

Arrangement A

# C9H8N2

C9H8N2 in the gas phase (ωB97M-V/def2-TZVPD, the OMol25 dataset).

## Properties
Frontier orbital gap ... 8.8 eV
SMILES ... c1ccc(-c2ccc[nH]2)nc1
Highest occupied orbital energy ... -7.92 eV

```
! RIJCOSX wB97M-V def2-TZVPD def2/J DEFGRID3
* xyz 0 1
C -1.929 1.874 -0.571
C -1.406 2.926 0.072
C -0.225 2.611 0.886
C -0.228 0.423 0.195
C -1.377 0.641 -0.621
C 0.491 -0.918 0.234
C -0.019 -2.188 0.203
C 1.003 -3.019 0.004
C 2.136 -2.260 -0.115
H -2.888 2.100 -1.199
H -1.662 3.813 0.113
H 0.483 3.163 1.225
H -1.753 -0.258 -1.245
H -1.143 -2.537 0.403
H 0.980 -4.151 -0.184
H 3.033 -2.413 -0.169
H 2.451 -0.254 -0.028
N 0.311 1.389 0.787
N 1.741 -0.942 0.010
*
```

Here are the natural (NBO) charges for atoms 1 to 6, given in e:
1. C -0.19
2. C -0.23
3. C 0.05
4. C 0.21
5. C -0.23
6. C 0.10

Arrangement B

# C9H8N2

C9H8N2 in the gas phase (ωB97M-V/def2-TZVPD, the OMol25 dataset).

## Properties
Frontier orbital gap ... 8.1 eV
SMILES ... C1=CNc2ccccc2C=N1
Highest occupied orbital energy ... -7.72 eV

```
! RIJCOSX wB97M-V def2-TZVPD def2/J DEFGRID3
* xyz 0 1
N 0.758 -1.818 -1.825
C -0.339 -1.644 -1.182
C 1.835 -1.008 -1.591
C 2.253 -0.577 -0.321
C -2.199 1.271 0.448
C -1.255 1.738 1.311
C -1.924 0.149 -0.356
C -0.127 1.113 1.384
C -0.653 -0.523 -0.355
C 0.182 -0.082 0.643
N 1.489 -0.594 0.857
H -1.014 -2.337 -1.609
H 2.588 -0.712 -2.304
H 3.233 -0.066 -0.314
H -3.277 1.592 0.309
H -1.493 2.553 2.057
H -2.610 -0.020 -1.122
H 0.596 1.224 2.238
H 1.957 -0.258 1.734
*
```

Here are the natural (NBO) charges for atoms 1 to 6, given in e:
1. N -0.39
2. C 0.08
3. C -0.13
4. C -0.01
5. C -0.23
6. C -0.20

The relative energies come out as arrangement A 1.145; arrangement B 0.000, with values in eV.

Arrangement A

# C2H5NOS2

C2H5NOS2 in the gas phase (ωB97M-V/def2-TZVPD, the OMol25 dataset).

## Properties
Frontier orbital gap ... 9.5 eV
SMILES ... O=CN(S)CS
Highest occupied orbital energy ... -9.28 eV

```
! RIJCOSX wB97M-V def2-TZVPD def2/J DEFGRID3
* xyz 0 1
C -1.256 0.893 0.223
C 1.000 0.238 -0.503
N -0.333 0.009 -0.079
O -1.200 2.102 0.077
S 2.109 0.031 0.839
S -0.641 -1.725 0.231
H -2.068 0.449 0.721
H 1.259 -0.441 -1.421
H 1.191 1.154 -0.982
H 1.904 -1.262 0.782
H -1.966 -1.447 0.112
*
```

Here are the natural (NBO) charges for atoms 1 to 6, given in e:
1. C 0.52
2. C -0.40
3. N -0.54
4. O -0.59
5. S 0.04
6. S 0.16

Arrangement B

# C2H5NOS2

C2H5NOS2 in the gas phase (ωB97M-V/def2-TZVPD, the OMol25 dataset).

## Properties
Frontier orbital gap ... 8.9 eV
SMILES ... COC(=S)NS
Highest occupied orbital energy ... -8.60 eV

```
! RIJCOSX wB97M-V def2-TZVPD def2/J DEFGRID3
* xyz 0 1
C -1.303 0.855 -0.826
C -0.023 -0.850 0.303
H -1.287 1.612 -0.022
H -0.528 1.044 -1.580
H -2.282 0.887 -1.301
H 0.861 0.984 -0.031
H 2.223 -1.520 1.357
N 0.951 0.062 0.394
O -1.152 -0.464 -0.308
S 0.072 -2.418 0.848
S 2.470 -0.194 1.165
*
```

Here are the natural (NBO) charges for atoms 1 to 6, given in e:
1. C -0.28
2. C 0.39
3. H 0.19
4. H 0.18
5. H 0.22
6. H 0.42

The relative energies come out as arrangement A 0.417; arrangement B 0.000, with values in eV.

Arrangement A

# C4H10NP

2 unconnected molecules or ions with the total composition C4H10NP (ωB97M-V/def2-TZVPD, the OMol25 dataset).

## Properties
Frontier orbital gap (alpha / beta) ... 7.2 / 7.2 eV
Highest occupied orbital energy (alpha / beta) ... -7.81 / -7.84 eV

```
! RIJCOSX wB97M-V def2-TZVPD def2/J DEFGRID3
* xyz 0 1
C -1.004 0.475 -0.139
C -0.677 0.603 1.287
C -2.100 1.497 -0.552
C 2.760 -1.714 -0.513
N -0.530 -0.271 -1.004
P 3.051 -0.462 0.816
H -1.621 0.319 1.704
H -0.388 1.667 1.562
H 0.266 0.109 1.676
H -2.822 1.068 -1.336
H -1.618 2.553 -0.874
H -2.730 1.941 0.191
H 1.719 -1.899 -0.712
H 3.406 -2.612 -0.454
H 3.016 -1.192 -1.414
H -0.902 -0.274 -1.969
*
```

Here are the natural (NBO) charges for atoms 1 to 6, given in e:
1. C 0.32
2. C -0.68
3. C -0.71
4. C -1.04
5. N -0.65
6. P 0.31

Arrangement B

# C4H10NP

C4H10NP in the gas phase (ωB97M-V/def2-TZVPD, the OMol25 dataset).

## Properties
Frontier orbital gap (alpha / beta) ... 7.5 / 7.5 eV
Highest occupied orbital energy (alpha / beta) ... -8.16 / -8.16 eV

```
! RIJCOSX wB97M-V def2-TZVPD def2/J DEFGRID3
* xyz 0 1
C -2.421 0.608 -0.445
C -0.409 -0.441 0.783
C 2.334 -1.060 -0.400
C -1.492 0.327 0.739
N 1.861 1.764 0.780
P 1.459 0.551 -0.034
H -2.479 -0.164 -1.116
H -3.395 0.915 -0.089
H -1.938 1.475 -0.958
H 0.080 -0.404 1.795
H 1.105 0.763 -1.384
H -0.341 -1.331 0.275
H 3.124 -1.261 0.359
H 1.451 -1.664 -0.417
H 2.738 -1.029 -1.402
H -1.679 0.951 1.516
*
```

Here are the natural (NBO) charges for atoms 1 to 6, given in e:
1. C -0.66
2. C -0.61
3. C -0.96
4. C 0.01
5. N -1.02
6. P 1.28

The relative energies come out as arrangement A 0.000; arrangement B 0.934, with values in eV.